Computed, not measured: a 3-piece molecular cluster, C23H30FIN2O12 overall in a non-equilibrium geometry, with ωB97M-V/def2-TZVPD.

The calculation puts the largest force on an atom at 6.32 eV Å⁻¹. The value obtained for the HOMO energy is -9.543 eV. As for the charge: 0. As for the structure (SMILES): CCOCCN1C(=O)c2c(C[C@@H](C)I)cc(CC(=O)F)c(ON=O)c2C1=O.COC(=O)OC.COC(=O)OC. The spin multiplicity is 1. The value obtained for the molar mass is 672.4 g mol⁻¹. The gap between HOMO and LUMO is 8.07 eV.

Each line ends with the Löwdin charge.
Positions of all 69 atoms, in Å:
1 C 1.65390 -2.58255 0.96090  -0.088
2 C 1.91337 -0.99607 1.00289  -0.272
3 O 1.16199 -0.38820 2.08318  -0.190
4 C 1.01303 1.05490 1.86573  -0.153
5 C -0.55218 1.48157 2.12481  -0.079
6 N -1.34761 0.21638 2.04288  0.006
7 C -1.66885 -0.10230 0.64933  -0.277
8 O -0.92085 -0.09902 -0.36320  0.059
9 C -3.20097 -0.54504 0.57300  0.048
10 C -4.09870 -0.94734 -0.64738  -0.070
11 C -3.51112 -0.91785 -2.13227  -0.220
12 C -3.60736 0.53317 -2.85209  -0.717
13 C -2.24695 1.39164 -2.76647  -0.210
14 I -4.04668 0.34398 -5.01773  0.708
15 C -5.57988 -1.36764 -0.27765  0.074
16 C -6.06634 -1.36981 1.23096  -0.062
17 C -7.57509 -1.83437 1.49484  -0.060
18 C -7.72043 -3.41199 1.81552  -0.268
19 O -7.97927 -3.84248 2.97089  0.081
20 F -7.60765 -4.42967 0.78807  -0.001
21 C -5.10231 -0.91417 2.40108  -0.069
22 O -5.49330 -0.90556 3.78764  -0.049
23 N -6.54480 -0.07649 4.03761  -0.018
24 O -6.50141 0.93276 3.40246  0.058
25 C -3.63661 -0.48860 2.07012  0.073
26 C -2.44000 0.01594 2.99964  -0.267
27 O -2.49085 0.19758 4.23882  0.088
28 H 0.60675 -2.86190 0.54601  0.081
29 H 2.41392 -3.05494 0.23369  0.081
30 H 1.78552 -3.06068 1.99345  0.080
31 H 3.03609 -0.84172 1.24262  0.125
32 H 1.68345 -0.58472 -0.03942  0.100
33 H 1.27261 1.34942 0.78170  0.111
34 H 1.74084 1.64312 2.54258  0.131
35 H -0.82475 2.16556 1.22656  0.136
36 H -0.69609 2.07817 3.08732  0.137
37 H -4.15873 -1.64008 -2.76821  0.090
38 H -2.43178 -1.33221 -2.17479  0.129
39 H -4.44079 1.16494 -2.37044  0.091
40 H -1.29425 0.76144 -2.96115  0.089
41 H -2.19577 2.26979 -3.50215  0.062
42 H -2.15212 1.80371 -1.69719  0.070
43 H -6.32050 -1.70087 -1.07887  0.114
44 H -8.21664 -1.65669 0.54394  0.137
45 H -8.09908 -1.29100 2.35505  0.122
46 C 6.23073 0.24067 3.68240  -0.043
47 O 7.28116 0.49884 2.75205  0.001
48 C 6.87751 1.09149 1.61513  -0.594
49 O 5.74292 1.40440 1.34209  0.106
50 O 7.95654 1.27520 0.83496  0.001
51 C 7.67466 1.90057 -0.41625  -0.042
52 H 6.67081 -0.23732 4.55856  0.095
53 H 5.75805 1.17348 3.99876  0.098
54 H 5.49268 -0.44016 3.25170  0.094
55 H 7.25939 2.89951 -0.26310  0.099
56 H 6.99412 1.28576 -1.01020  0.096
57 H 8.61503 1.99773 -0.96021  0.095
58 C 3.37811 1.61441 -1.60636  -0.044
59 O 4.04033 1.52001 -2.86668  -0.002
60 C 3.32577 0.89486 -3.81897  -0.595
61 O 2.21811 0.43204 -3.68591  0.119
62 O 4.06015 0.87526 -4.94551  -0.003
63 C 3.42097 0.23687 -6.04943  -0.048
64 H 4.04304 2.13474 -0.91525  0.089
65 H 2.45556 2.19321 -1.69820  0.099
66 H 3.17289 0.62026 -1.20344  0.079
67 H 2.50033 0.76054 -6.31741  0.099
68 H 3.21705 -0.81225 -5.82287  0.098
69 H 4.10235 0.27981 -6.90015  0.093